# 1
{
  "formula": "C5H6O",
  "method": "ωB97M-V/def2-TZVPD",
  "lumo_ev": 1.0637,
  "smiles": "C#C[C@@H]1C[C@@H]1O",
  "gap_ev": 10.8,
  "total_charge": 0,
  "species": ["O", "C", "C", "C", "C", "C", "H", "H", "H", "H", "H", "H"],
  "positions_angstrom": [[1.2502, 1.1175, -0.4334], [0.3677, 0.9370, 0.6769], [-0.9938, 1.0127, 0.0996], [-0.4917, -0.3185, 0.6525], [-0.1037, -1.3632, -0.2535], [0.3273, -2.1548, -1.0501], [1.4393, 0.2446, -0.8167], [0.7406, 1.3851, 1.5888], [-0.4774, 1.2193, -0.8981], [-1.8702, 1.4778, 0.5627], [-0.8501, -0.6762, 1.6223], [0.6618, -2.8815, -1.7510]],
  "forces_ev_per_a": [[1.0, -0.5, 0.9], [0.6, 0.0, -0.2], [0.5, 0.3, -0.3], [0.4, 0.1, -0.1], [0.3, -0.2, -0.3], [-0.1, 0.1, 0.2], [0.1, 0.1, 0.2], [-0.1, -0.2, 0.0], [-3.0, -0.2, 0.4], [0.5, 0.0, -0.5], [-0.1, 0.4, -0.4], [0.0, 0.0, 0.0]]
}

# 2
{
  "formula": "C20H14N7O4RhS3Se",
  "method": "ωB97M-V/def2-TZVPD",
  "lumo_ev": [-1.0421, -1.6782],
  "gap_ev": [6.6, 5.9],
  "total_charge": 0,
  "species": ["Rh", "C", "S", "C", "S", "N", "N", "C", "C", "C", "C", "C", "C", "N", "H", "H", "H", "H", "H", "H", "H", "H", "Se", "N", "C", "C", "C", "C", "C", "N", "C", "C", "N", "C", "C", "C", "C", "C", "N", "H", "H", "H", "H", "H", "H", "O", "S", "O", "O", "O"],
  "positions_angstrom": [[0.6824, -0.1701, -0.8317], [-2.9420, 3.8921, -2.0930], [-1.6833, 4.3321, -0.8838], [-0.4978, 3.0564, -1.0484], [-0.6967, 1.7424, -2.1084], [0.5381, 3.2513, -0.2520], [1.3666, 2.1929, -0.3426], [2.5990, 2.3354, -0.0873], [3.4379, 1.1473, -0.3108], [4.8086, 1.2034, -0.1279], [5.5838, 0.1042, -0.4588], [4.9597, -1.0187, -0.9674], [3.5816, -1.0128, -1.0985], [2.8241, 0.0376, -0.7676], [-3.7821, 4.5534, -1.8861], [-3.2584, 2.8596, -1.9698], [-2.5874, 4.0571, -3.1080], [3.0364, 3.2893, 0.2051], [5.2506, 2.1139, 0.2552], [6.6579, 0.1302, -0.3292], [5.5161, -1.8967, -1.2619], [3.0604, -1.8832, -1.4653], [-4.6498, -2.3232, 4.0947], [-3.0523, -1.5627, 4.3052], [-2.5899, -1.3430, 3.1088], [-1.2868, -0.7222, 2.8568], [-0.4202, -0.3107, 3.8637], [0.7958, 0.2381, 3.5172], [1.1187, 0.3677, 2.1746], [0.2949, -0.0133, 1.2047], [-0.8982, -0.5582, 1.5357], [-1.7409, -0.9774, 0.4218], [-1.2362, -0.7115, -0.7977], [-1.7956, -1.3059, -1.9472], [-3.2208, -1.6865, -1.7665], [-3.7438, -1.8464, -0.5460], [-2.9617, -1.5448, 0.6286], [-3.4203, -1.7539, 1.9882], [-4.5602, -2.3055, 2.3115], [-0.7171, -0.4349, 4.8971], [1.5016, 0.5694, 4.2652], [2.0635, 0.7909, 1.8704], [-1.6399, -0.6624, -2.8094], [-3.7952, -1.8790, -2.6627], [-4.7688, -2.1679, -0.4129], [1.0303, -3.5279, -3.0643], [0.5180, -2.4863, -2.2485], [0.8680, -1.0957, -2.7243], [0.8916, -2.4886, -0.8131], [-1.0400, -2.5755, -2.3133]],
  "forces_ev_per_a": [[-0.9, -1.8, -0.3], [0.0, 0.0, 0.0], [-0.1, 0.0, 0.0], [0.1, 0.3, 0.3], [0.3, -0.1, 0.1], [-0.2, -0.5, -0.3], [0.2, 0.6, 0.3], [0.3, -0.1, -0.1], [-0.2, 0.3, 0.0], [0.2, -0.1, 0.0], [0.0, 0.1, 0.1], [-0.1, -0.1, 0.0], [-0.1, 0.0, 0.1], [0.2, 0.1, 0.0], [0.0, 0.0, 0.0], [0.0, 0.0, 0.0], [0.0, 0.0, 0.0], [0.1, 0.0, 0.0], [0.0, 0.0, 0.0], [0.0, 0.0, 0.0], [0.0, 0.0, 0.0], [0.0, 0.0, 0.0], [-0.1, -0.1, 0.1], [0.0, 0.1, -0.1], [0.3, 0.1, -0.1], [-0.3, -0.1, 0.3], [-0.1, 0.0, 0.1], [0.0, 0.0, 0.0], [0.0, 0.0, -0.1], [0.0, 0.1, -0.1], [0.0, 0.0, -0.4], [0.6, 0.3, 0.1], [0.0, -0.2, 0.0], [-0.3, 0.4, 0.3], [0.2, -0.1, -0.2], [0.0, 0.0, 0.3], [-0.6, -0.3, 0.1], [0.2, 0.1, -0.2], [0.0, 0.0, 0.0], [0.0, 0.0, 0.0], [0.0, 0.0, 0.0], [0.0, 0.0, 0.0], [0.1, -0.1, -0.1], [0.0, 0.0, 0.0], [0.0, 0.0, 0.0], [0.1, 0.0, 0.3], [-0.3, 0.4, -0.5], [0.0, 0.2, 0.0], [0.2, 0.5, 0.2], [0.1, -0.2, 0.0]]
}

# 3
{
  "formula": "C27H60N7O10S",
  "method": "ωB97M-V/def2-TZVPD",
  "lumo_ev": -2.3999,
  "gap_ev": 8.2,
  "total_charge": 1,
  "species": ["C", "C", "O", "O", "C", "C", "C", "N", "C", "C", "C", "C", "S", "O", "O", "O", "N", "C", "C", "C", "H", "H", "H", "H", "H", "H", "H", "H", "H", "H", "H", "H", "H", "H", "H", "H", "H", "H", "H", "H", "H", "H", "H", "H", "H", "C", "C", "O", "N", "C", "H", "H", "H", "H", "H", "H", "H", "C", "C", "O", "N", "C", "H", "H", "H", "H", "H", "H", "H", "C", "C", "O", "N", "C", "H", "H", "H", "H", "H", "H", "H", "C", "C", "O", "N", "C", "H", "H", "H", "H", "H", "H", "H", "C", "C", "O", "N", "C", "H", "H", "H", "H", "H", "H", "H"],
  "positions_angstrom": [[-3.9049, -0.0169, -0.9822], [-3.7868, 1.0033, 0.1125], [-4.3741, 0.9505, 1.1640], [-2.8844, 1.9724, -0.1836], [-2.9137, 3.1581, 0.6209], [-1.7564, 3.2107, 1.6253], [-1.5602, 1.9038, 2.3919], [-0.2310, 1.2422, 2.1609], [0.0709, 1.0229, 0.7102], [1.0716, -0.1262, 0.5698], [1.0303, -0.7085, -0.8421], [1.8328, 0.0994, -1.8572], [1.7120, -0.5924, -3.4858], [2.1838, -1.9415, -3.4447], [2.3066, 0.3198, -4.3996], [0.1484, -0.5933, -3.7944], [0.8359, 2.0157, 2.7367], [1.0157, 1.8565, 3.9983], [1.5057, 3.0334, 4.7819], [0.8300, 0.5560, 4.7278], [-3.0443, -0.6890, -0.8833], [-4.7965, -0.6131, -0.8207], [-3.8534, 0.4307, -1.9705], [-3.8792, 3.3152, 1.0951], [-2.7713, 3.9784, -0.0818], [-1.9837, 4.0048, 2.3355], [-0.8526, 3.5110, 1.0992], [-1.6213, 2.0998, 3.4613], [-2.3160, 1.1523, 2.1705], [-0.3116, 0.2945, 2.5486], [0.5127, 1.9400, 0.3342], [-0.8440, 0.7384, 0.1979], [2.0640, 0.2607, 0.8153], [0.8216, -0.9237, 1.2740], [-0.0148, -0.7157, -1.1485], [1.3989, -1.7278, -0.7930], [1.5187, 1.1423, -1.9120], [2.9050, 0.0839, -1.6538], [-0.2613, -1.3133, -3.2912], [2.5814, 3.1663, 4.6414], [1.3413, 2.8811, 5.8451], [1.0184, 3.9285, 4.4111], [0.7825, -0.3047, 4.0619], [-0.1113, 0.5733, 5.2901], [1.6153, 0.4478, 5.4720], [-0.1668, -4.7833, -0.7184], [-1.1038, -3.7781, -0.1069], [-0.7362, -2.6332, 0.1688], [-2.3713, -4.1741, 0.1261], [-2.9636, -5.4745, -0.1501], [0.8102, -4.3267, -0.8499], [-0.0616, -5.6554, -0.0734], [-0.5335, -5.1154, -1.6908], [-2.9556, -3.4651, 0.5416], [-3.8028, -5.3646, -0.8372], [-3.3313, -5.9213, 0.7737], [-2.2346, -6.1414, -0.5982], [1.0242, -6.6205, -4.7587], [-0.3787, -6.9845, -4.3275], [-0.6166, -7.3770, -3.1899], [-1.3632, -6.8630, -5.2444], [-1.2693, -6.4200, -6.6304], [1.6893, -6.7743, -3.9144], [1.3525, -7.2503, -5.5856], [1.0801, -5.5759, -5.0674], [-2.2724, -7.1239, -4.8958], [-1.8942, -5.5395, -6.7806], [-1.6199, -7.1974, -7.2980], [-0.2428, -6.1694, -6.8783], [1.8796, 6.8554, 8.3838], [2.4224, 5.7847, 7.4758], [1.9327, 5.5474, 6.3760], [3.4942, 5.0751, 7.9158], [4.2019, 5.2139, 9.1750], [1.0389, 7.3343, 7.8971], [1.5436, 6.4192, 9.3269], [2.6332, 7.6138, 8.5821], [3.8179, 4.3775, 7.2653], [5.2484, 5.4646, 8.9962], [4.1656, 4.2792, 9.7365], [3.7548, 5.9980, 9.7756], [3.7996, 9.6015, 5.6869], [2.3749, 9.7847, 6.1564], [2.0408, 9.5527, 7.3077], [1.4665, 10.2198, 5.2460], [1.6786, 10.5423, 3.8496], [4.3916, 9.2536, 6.5280], [3.8524, 8.8619, 4.8871], [4.2172, 10.5431, 5.3294], [0.5372, 10.3227, 5.6225], [1.4171, 11.5837, 3.6558], [1.0551, 9.9104, 3.2147], [2.7172, 10.3900, 3.5764], [-2.1568, -9.3069, -9.9247], [-2.2901, -7.8165, -10.1365], [-2.5416, -7.0538, -9.2133], [-2.1198, -7.3453, -11.3955], [-1.8192, -8.0912, -12.6021], [-2.3206, -9.5183, -8.8724], [-2.8972, -9.8512, -10.5112], [-1.1607, -9.6524, -10.2031], [-2.2224, -6.3451, -11.4689], [-0.8781, -7.7489, -13.0348], [-2.6076, -7.9478, -13.3422], [-1.7359, -9.1507, -12.3853]],
  "forces_ev_per_a": [[0.5, -0.1, 0.2], [-0.2, -0.2, 0.1], [0.1, 0.2, -0.2], [-0.4, 0.0, -0.1], [0.4, 0.6, 0.0], [-0.4, -0.2, -0.2], [0.0, 0.3, 0.5], [0.4, -0.9, -0.7], [0.6, -0.8, 0.0], [0.1, 0.4, 0.0], [0.4, 0.4, 0.1], [-0.2, 0.0, 0.2], [0.9, 0.1, -0.4], [-0.4, -0.2, 0.3], [-0.3, 0.2, -0.1], [0.0, 0.1, 0.3], [-1.2, 1.4, 0.4], [0.5, -0.6, 0.1], [0.6, -0.4, -0.5], [-1.1, 0.3, 0.1], [0.0, 0.0, 0.0], [-0.1, 0.1, -0.1], [-0.1, 0.0, 0.0], [-0.1, -0.4, 0.1], [-0.1, 0.0, -0.1], [0.1, 0.1, 0.0], [0.1, -0.1, 0.1], [0.1, -0.1, 0.0], [0.0, 0.0, -0.2], [0.1, 0.1, 0.2], [-0.4, 0.2, -0.1], [-0.2, 0.3, 0.1], [0.1, -0.2, 0.0], [0.0, -0.1, -0.1], [0.0, -0.3, 0.0], [-0.1, -0.1, -0.2], [-0.1, 0.0, -0.2], [0.0, 0.0, 0.0], [0.0, -0.1, -0.2], [0.0, 0.1, 0.0], [-0.1, 0.1, 0.0], [0.0, 0.1, 0.2], [0.3, -0.1, 0.1], [0.1, 0.0, 0.1], [0.1, -0.1, -0.1], [0.1, 0.1, -0.1], [0.0, -0.1, 0.0], [-0.3, 0.0, 0.2], [0.0, 0.0, 0.0], [-0.1, 0.1, 0.1], [0.0, 0.1, 0.0], [0.0, -0.1, -0.1], [0.0, -0.2, 0.0], [0.0, 0.0, 0.0], [0.0, -0.1, 0.0], [0.0, -0.1, 0.0], [0.0, 0.0, 0.0], [0.0, 0.0, 0.1], [0.0, 0.0, 0.0], [0.0, 0.2, 0.1], [0.1, 0.1, 0.0], [-0.1, -0.1, 0.4], [0.0, 0.0, 0.0], [0.0, 0.1, 0.0], [0.0, 0.0, -0.1], [0.0, 0.0, 0.0], [0.0, 0.0, -0.1], [0.0, 0.0, -0.1], [0.0, 0.0, 0.0], [-0.1, -0.3, 0.1], [-0.1, 0.1, 0.0], [0.1, -0.1, 0.0], [-0.1, 0.0, 0.0], [0.1, -0.1, -0.2], [0.0, 0.0, 0.0], [0.1, 0.0, 0.0], [0.0, 0.0, 0.1], [0.0, 0.0, 0.0], [0.0, 0.1, 0.1], [0.0, 0.0, 0.1], [0.0, 0.0, 0.0], [0.0, 0.0, 0.1], [0.0, 0.0, 0.0], [0.1, 0.1, -0.1], [0.1, 0.0, 0.0], [-0.2, 0.0, 0.1], [0.0, 0.0, 0.0], [0.0, 0.0, 0.0], [0.0, 0.0, -0.1], [0.0, 0.0, 0.0], [0.1, 0.0, 0.0], [0.1, 0.0, -0.1], [0.0, 0.0, 0.0], [0.0, 0.0, 0.1], [0.0, 0.0, 0.0], [-0.1, -0.1, -0.2], [0.0, -0.1, 0.0], [0.0, 0.2, 0.0], [0.0, 0.0, 0.0], [0.0, 0.0, 0.0], [0.0, 0.0, -0.1], [0.0, 0.0, 0.0], [0.0, -0.1, 0.0], [0.0, -0.1, 0.0], [0.0, 0.0, 0.0]]
}

# 4
{
  "formula": "CHN4S2",
  "method": "ωB97M-V/def2-TZVPD",
  "lumo_ev": 3.8012,
  "gap_ev": 6.5,
  "total_charge": -1,
  "species": ["C", "N", "N", "N", "N", "S", "S", "H"],
  "positions_angstrom": [[0.9190, -0.4840, 0.8265], [-0.7981, 0.6753, 1.0180], [0.1662, 0.1470, 1.7875], [0.5296, -0.3729, -0.3846], [-0.5201, 0.4187, -0.1622], [-0.5909, -0.3539, -2.7010], [-1.4703, 0.9610, -1.4312], [1.7646, -0.9911, 1.0470]],
  "forces_ev_per_a": [[-0.7, 0.9, 3.0], [0.1, 0.9, 3.7], [0.1, -0.7, -1.8], [-0.4, 1.1, 0.1], [0.2, -0.8, -1.9], [-1.2, 0.4, -2.0], [-0.5, -0.2, -2.1], [2.5, -1.6, 0.9]]
}